# 1
{"formula": "C22H31FP", "method": "ωB97M-V/def2-TZVPD", "lumo_energy_ev": -2.760, "charge": 1, "homo_lumo_gap_ha": 0.3476, "elements": ["C", "C", "C", "P", "C", "C", "C", "C", "C", "C", "H", "H", "H", "H", "H", "H", "H", "H", "H", "H", "H", "H", "H", "H", "H", "H", "H", "H", "H", "H", "H", "F", "C", "C", "C", "C", "C", "C", "C", "C", "C", "C", "C", "C", "C", "H", "H", "H", "H", "H", "H", "H", "H", "H", "H"], "coordinates": [[-1.7086, -1.5581, -2.7942], [-1.4473, -1.5453, -1.2823], [-2.7554, -1.6697, -0.4776], [-0.3702, -0.1311, -0.8130], [1.0029, -0.2947, -2.0932], [1.7103, -1.6651, -2.0512], [1.9800, 0.8660, -2.3271], [-1.2384, 1.3300, -1.6990], [-0.6356, 2.6598, -1.3001], [-2.7506, 1.3395, -1.6133], [-2.3159, -2.4373, -3.0637], [-2.2260, -0.6495, -3.1363], [-0.7993, -1.6149, -3.3994], [-0.8388, -2.4217, -1.0527], [-3.1901, -2.6587, -0.6681], [-2.5588, -1.5724, 0.5951], [-3.4683, -0.8862, -0.7513], [0.4343, -0.3052, -3.0263], [2.6832, -1.6076, -2.5620], [1.9425, -2.0271, -1.0430], [1.1179, -2.4409, -2.5605], [2.9963, 0.5067, -2.5114], [1.7125, 1.4218, -3.2327], [2.0316, 1.5952, -1.5232], [-0.9760, 1.1436, -2.7439], [-1.2943, 3.4542, -1.6673], [-0.5744, 2.7695, -0.2146], [0.3714, 2.8142, -1.7008], [-3.1070, 2.3072, -1.9951], [-3.2558, 0.5388, -2.1663], [-3.0869, 1.2558, -0.5769], [1.8031, 4.9840, 2.9102], [1.5552, 3.7004, 2.4730], [2.5164, 3.0656, 1.7047], [2.1914, 1.8333, 1.1468], [0.9354, 1.2451, 1.3384], [0.5886, -0.1388, 0.6876], [0.4429, -1.2967, 1.8197], [0.6393, -2.6394, 1.4580], [0.5722, -3.6822, 2.4027], [0.3466, -3.4050, 3.7556], [0.1598, -2.0708, 4.1452], [0.2091, -1.0356, 3.1847], [-0.0201, 1.9404, 2.0789], [0.2939, 3.1495, 2.7155], [3.4548, 3.5640, 1.4736], [2.9805, 1.2609, 0.6846], [1.5102, -0.4410, 0.1726], [0.9005, -2.8776, 0.4350], [0.6643, -4.7192, 2.0494], [0.2759, -4.2321, 4.4818], [-0.0550, -1.8516, 5.1950], [0.0883, -0.0094, 3.5399], [-0.9687, 1.4527, 2.2971], [-0.4697, 3.6867, 3.3012]], "lowdin_charge": [-0.08, -0.46, -0.07, 1.19, -0.46, -0.08, -0.08, -0.43, -0.08, -0.10, 0.11, 0.07, 0.07, 0.10, 0.10, 0.08, 0.06, 0.08, 0.09, 0.06, 0.09, 0.09, 0.09, 0.05, 0.11, 0.09, 0.06, 0.07, 0.10, 0.06, 0.09, 0.05, -0.23, 0.02, -0.03, -0.24, -0.24, -0.16, -0.06, -0.06, -0.07, -0.05, -0.03, -0.08, 0.02, 0.13, 0.12, 0.09, 0.08, 0.11, 0.12, 0.11, 0.10, 0.12, 0.14]}

# 2
{"formula": "C5H8O2", "method": "ωB97M-V/def2-TZVPD", "lumo_energy_ev": 0.215, "homo_lumo_gap_ha": 0.3644, "smiles": "O=C1CCC(=O)C1.[H][H]", "elements": ["O", "C", "C", "C", "C", "O", "C", "H", "H", "H", "H", "H", "H", "H", "H"], "coordinates": [[0.5390, -1.7197, 0.6891], [0.4802, -0.5972, 0.2476], [0.4564, 0.6439, 1.1042], [-0.9537, 1.1843, 0.7151], [-1.3784, 0.1911, -0.3812], [-2.4202, -0.4061, -0.4558], [-0.0672, -0.2055, -1.1195], [0.5535, 0.3216, 2.1410], [1.2554, 1.3480, 0.8469], [-1.6231, 1.2408, 1.5775], [-0.9181, 2.1750, 0.2545], [-0.1293, -1.0045, -1.8516], [0.4993, 0.6306, -1.5561], [1.9738, -1.7013, -1.3946], [1.7326, -2.1010, -0.8170]], "lowdin_charge": [0.06, -0.49, -0.08, -0.08, -0.38, 0.13, -0.04, 0.12, 0.12, 0.12, 0.12, 0.11, 0.13, 0.07, 0.07]}

# 3
{"formula": "CH5NP2", "method": "ωB97M-V/def2-TZVPD", "lumo_energy_ev": -0.603, "homo_lumo_gap_ha": 0.2971, "smiles": "[H]/P=N/PC", "elements": ["H", "P", "N", "P", "C", "H", "H", "H", "H"], "coordinates": [[-0.0385, 0.6003, 3.4022], [0.0357, -0.4696, 2.2553], [0.6057, 0.4969, 1.1604], [1.1074, 0.3072, -0.4115], [-0.3999, -0.5258, -1.3401], [0.6904, 1.8067, -0.5021], [-0.4895, -1.5703, -1.1068], [-0.0958, -0.3708, -2.4298], [-1.4155, -0.2748, -1.0274]], "lowdin_charge": [-0.13, 0.65, -0.84, 0.67, -0.36, -0.03, -0.01, 0.03, 0.01]}

# 4
{"formula": "C53H44N2O8P2Pd", "method": "ωB97M-V/def2-TZVPD", "lumo_energy_ev": -1.268, "homo_lumo_gap_ha": 0.2339, "elements": ["C", "C", "N", "C", "C", "C", "C", "N", "O", "O", "C", "C", "H", "H", "H", "H", "H", "C", "C", "C", "C", "O", "P", "O", "C", "C", "C", "C", "C", "C", "O", "C", "C", "C", "C", "C", "C", "Pd", "P", "O", "C", "C", "C", "C", "C", "C", "O", "C", "C", "C", "C", "C", "C", "O", "C", "C", "C", "C", "C", "C", "C", "C", "C", "C", "C", "C", "C", "C", "C", "C", "C", "H", "H", "H", "H", "H", "H", "H", "H", "H", "H", "H", "H", "H", "H", "H", "H", "H", "H", "H", "H", "H", "H", "H", "H", "H", "H", "H", "H", "H", "H", "H", "H", "H", "H", "H", "H", "H", "H", "H"], "coordinates": [[-0.6222, 0.2006, -4.9563], [-1.5348, 1.2627, -5.0765], [-2.4436, 2.0247, -5.1923], [0.7411, 0.3711, -5.4008], [1.6527, -0.7474, -5.4855], [3.0201, -0.5442, -5.4333], [3.5317, 0.7747, -5.3417], [4.9056, 0.9671, -5.0330], [5.3613, 2.1347, -5.0138], [5.6208, -0.0387, -4.7915], [2.6628, 1.8884, -5.4259], [1.2955, 1.6906, -5.4696], [-1.0337, -0.8028, -5.1701], [1.2654, -1.7704, -5.5422], [3.7355, -1.3708, -5.4121], [3.0985, 2.8895, -5.3818], [0.6260, 2.5550, -5.4797], [-0.3801, -2.1292, 5.1281], [0.6639, -2.8453, 4.5419], [1.5667, -2.2087, 3.6938], [1.3783, -0.8612, 3.4359], [2.1667, -0.2636, 2.4291], [1.9514, -0.5498, 0.8526], [3.2039, 0.2466, 0.2156], [4.1315, 1.0744, 0.8571], [5.4726, 0.7322, 0.7151], [6.4180, 1.4916, 1.4008], [6.0155, 2.5910, 2.1640], [4.6653, 2.9369, 2.2458], [3.6983, 2.1859, 1.5746], [2.4010, -2.1036, 0.6828], [3.3485, -2.6490, -0.1859], [4.0996, -3.6995, 0.3467], [5.1521, -4.2065, -0.4117], [5.4308, -3.6778, -1.6713], [4.6406, -2.6520, -2.1974], [3.5610, -2.1501, -1.4639], [-0.1490, -0.4580, 0.1054], [-1.6829, 0.9755, 1.0223], [-2.3592, 0.2312, 2.3132], [-3.3665, 0.6397, 3.1975], [-4.4118, -0.2423, 3.4508], [-5.5284, 0.2202, 4.1431], [-5.5315, 1.5241, 4.6670], [-4.4176, 2.3542, 4.5048], [-3.3019, 1.8960, 3.8036], [-1.2698, 2.4520, 1.5935], [-1.6748, 3.6838, 1.0404], [-2.1712, 4.6292, 1.9200], [-2.8594, 5.7257, 1.3999], [-2.9595, 5.8874, 0.0120], [-2.3588, 4.9729, -0.8497], [-1.6765, 3.8606, -0.3442], [-3.0089, 1.3616, 0.1512], [-4.2839, 0.7813, 0.2022], [-5.3714, 1.6396, 0.3806], [-6.6306, 1.0653, 0.5602], [-6.7954, -0.3195, 0.4771], [-5.6943, -1.1439, 0.2331], [-4.4220, -0.5916, 0.0542], [-0.8692, -1.4453, -1.5334], [-0.5494, -2.9215, -1.3726], [-1.2212, -3.6515, -0.3775], [-0.8066, -4.9472, -0.0355], [0.2381, -5.5633, -0.7362], [0.8318, -4.8815, -1.8042], [0.3955, -3.6007, -2.1752], [-0.0090, -0.5452, -2.3451], [-0.4865, 0.6593, -3.1478], [0.3787, -0.1055, 4.0443], [-0.5070, -0.7611, 4.9016], [-1.0825, -2.6388, 5.7885], [0.7956, -3.9066, 4.7487], [2.4073, -2.7372, 3.2402], [5.7321, -0.1422, 0.1117], [7.4676, 1.2168, 1.3238], [6.7582, 3.1791, 2.7021], [4.3499, 3.7990, 2.8312], [2.6364, 2.4382, 1.6197], [3.8589, -4.0573, 1.3437], [5.7619, -5.0069, 0.0088], [6.2595, -4.0771, -2.2626], [4.8672, -2.2138, -3.1687], [2.9120, -1.3788, -1.8873], [-4.3445, -1.2632, 3.0535], [-6.3890, -0.4447, 4.2857], [-6.3970, 1.8790, 5.2163], [-4.3923, 3.3633, 4.9390], [-2.3900, 2.4882, 3.7091], [-2.0680, 4.4701, 2.9959], [-3.3070, 6.4476, 2.0820], [-3.5109, 6.7395, -0.3987], [-2.4072, 5.1067, -1.9335], [-1.1838, 3.1462, -0.9947], [-5.2062, 2.7206, 0.4164], [-7.4938, 1.7135, 0.7282], [-7.7826, -0.7617, 0.6362], [-5.8164, -2.2261, 0.1497], [-3.5425, -1.2076, -0.1567], [-1.9694, -1.2823, -1.6599], [-2.0172, -3.1589, 0.1891], [-1.2911, -5.4696, 0.7901], [0.5727, -6.5694, -0.4578], [1.6494, -5.3547, -2.3536], [0.8395, -3.1028, -3.0415], [0.9480, -1.0775, -2.6067], [-1.4916, 0.9888, -2.5414], [0.3155, 1.4724, -2.8961], [0.3057, 0.9648, 3.8524], [-1.2929, -0.1855, 5.3925]], "lowdin_charge": [-0.16, -0.29, 0.17, -0.20, -0.01, 0.01, -0.15, -0.32, 0.06, 0.04, 0.02, -0.01, 0.16, 0.12, 0.12, 0.13, 0.12, -0.09, -0.07, -0.02, -0.29, -0.21, 0.73, -0.20, -0.29, 0.00, -0.08, -0.10, -0.08, -0.02, -0.21, -0.29, -0.01, -0.08, -0.09, -0.07, -0.04, 0.38, 0.78, -0.23, -0.29, -0.02, -0.07, -0.09, -0.07, -0.03, -0.22, -0.29, -0.02, -0.07, -0.10, -0.07, -0.02, -0.22, -0.29, 0.00, -0.08, -0.10, -0.08, -0.03, -0.30, -0.24, -0.05, -0.08, -0.09, -0.08, -0.04, -0.18, -0.08, -0.02, -0.08, 0.10, 0.10, 0.11, 0.12, 0.10, 0.10, 0.10, 0.12, 0.12, 0.10, 0.10, 0.09, 0.10, 0.13, 0.11, 0.10, 0.11, 0.10, 0.11, 0.11, 0.10, 0.11, 0.10, 0.13, 0.11, 0.10, 0.11, 0.09, 0.10, 0.10, 0.10, 0.10, 0.11, 0.10, 0.06, 0.15, 0.14, 0.12, 0.11]}

# 5
{"formula": "C2H3O2Pt", "method": "ωB97M-V/def2-TZVPD", "lumo_energy_ev": [-5.715, -7.733], "multiplicity": 3, "charge": 1, "homo_lumo_gap_ha": [0.3049, 0.2597], "elements": ["C", "C", "O", "O", "H", "H", "Pt", "H"], "coordinates": [[0.5149, -0.4146, 0.3840], [0.1456, 0.8974, 0.4771], [-0.9374, 1.3565, -0.1542], [-0.2582, -1.1309, -0.5360], [1.6312, -0.1331, 0.1598], [0.1181, -1.9784, -0.7909], [-1.7108, -0.0428, -0.9010], [0.4966, 1.4459, 1.3613]], "mulliken_spin": [0.37, -0.12, 0.47, 0.12, 0.00, 0.00, 1.17, 0.00]}

# 6
{"formula": "C3H11N2", "method": "ωB97M-V/def2-TZVPD", "lumo_energy_ev": -4.471, "charge": 1, "homo_lumo_gap_ha": 0.3948, "elements": ["C", "C", "H", "H", "H", "H", "H", "H", "N", "C", "N", "H", "H", "H", "H", "H"], "coordinates": [[-1.4634, 0.6425, -1.8901], [-1.0857, 1.2502, -0.5648], [-0.7700, 0.9331, -2.6786], [-2.4101, 1.1078, -2.1790], [-1.7105, -0.4185, -1.9499], [-0.9985, 2.3356, -0.6536], [-1.7766, 1.1626, 0.2852], [-0.1042, 0.9253, -0.2096], [2.3521, -0.7434, 0.6925], [1.3773, -1.2920, 1.3768], [0.1665, -0.8800, 1.6547], [2.1217, -0.0335, 0.0119], [3.3205, -0.9637, 0.8318], [1.7436, -2.2046, 1.8525], [-0.2746, -1.2752, 2.4606], [-0.4881, -0.5464, 0.9595]], "lowdin_charge": [-0.15, -0.19, 0.07, 0.07, 0.07, 0.08, 0.08, 0.02, 0.21, -0.16, 0.20, 0.13, 0.14, 0.17, 0.14, 0.10]}

# 7
{"formula": "CoH12O7", "method": "ωB97M-V/def2-TZVPD", "lumo_energy_ev": [-0.069, -0.087], "multiplicity": 4, "homo_lumo_gap_ha": [0.2897, 0.2906], "elements": ["Co", "O", "H", "O", "H", "O", "H", "H", "O", "H", "H", "O", "H", "H", "O", "H", "H", "O", "H", "H"], "coordinates": [[0.0147, -0.2758, 0.2626], [-0.1423, -1.7504, -0.9386], [0.5439, -2.0157, -1.5435], [-0.6208, 1.3696, -0.5913], [-0.1965, 2.0445, -1.1137], [-1.3935, 0.6593, -3.2932], [-1.1913, 0.8774, -2.3454], [-0.7473, 1.1500, -3.8090], [0.1900, 1.3155, 1.9180], [0.2551, 1.5979, 2.8367], [-0.0323, 2.0881, 1.3697], [2.0785, 0.1179, -0.5199], [2.2502, 0.0101, -1.4621], [2.9018, 0.3989, -0.1060], [-1.8963, -0.5646, 1.2190], [-2.4549, 0.0998, 1.6329], [-2.4758, -1.2230, 0.8146], [0.7967, -1.7187, 1.6685], [0.9248, -1.6335, 2.6206], [1.1953, -2.5474, 1.3800]], "mulliken_spin": [2.77, 0.12, 0.00, 0.07, 0.00, 0.00, 0.00, 0.00, 0.01, 0.00, 0.00, 0.01, 0.00, 0.00, 0.02, 0.00, 0.00, 0.01, 0.00, 0.00]}